Record 1
81
Properties=species:S:1:pos:R:3:mulliken_spin:R:1 method="wB97M-V/def2-TZVPD" gap_ev="6.704 / 4.433" total_charge=+1 multiplicity=5 lumo_ev="-2.25 / -5.99" s_squared=6.015
Ir 0.111 0.039 -2.527 1.232
C -0.271 -2.366 1.965 0.010
C 0.907 -2.347 1.271 0.028
C 1.014 -0.778 3.044 0.032
C -0.234 -1.339 2.992 -0.028
C 1.892 -1.347 1.925 0.010
C -1.470 -3.223 1.700 0.106
H -1.219 -4.079 1.063 -0.013
H -2.331 -2.647 1.217 0.024
H -1.859 -3.601 2.648 0.005
C -1.361 -0.954 3.867 -0.011
H -2.256 -1.522 3.591 0.000
H -1.567 0.124 3.776 0.004
H -1.133 -1.169 4.923 0.003
C 1.450 0.154 4.092 -0.004
H 1.167 -0.206 5.096 0.000
H 0.966 1.133 3.961 0.004
H 2.535 0.295 4.077 -0.003
C 3.157 -2.029 2.461 0.009
H 2.820 -2.800 3.165 -0.001
H 3.807 -1.327 2.998 0.000
H 3.747 -2.520 1.676 -0.001
C 1.203 -3.143 0.064 -0.017
H 1.086 -4.216 0.291 0.001
H 2.231 -2.985 -0.280 -0.004
H 0.516 -2.887 -0.760 0.011
C -0.976 1.386 -3.346 0.068
C -1.636 0.078 -3.413 0.083
C -1.605 -0.731 -4.706 0.085
C -0.260 -1.484 -4.885 0.022
C 0.758 -1.201 -3.816 0.178
C 1.506 0.099 -3.825 -0.019
C 1.151 1.173 -4.824 0.047
C -0.211 1.931 -4.522 0.015
H -1.796 -0.089 -5.579 0.001
H 0.194 -1.263 -5.858 0.001
H -2.451 -1.444 -4.701 0.002
H -0.825 1.936 -5.438 -0.006
H -1.462 2.082 -2.662 0.029
H -2.557 -0.014 -2.825 -0.036
H 0.076 2.972 -4.283 -0.001
H 1.937 1.952 -4.775 -0.004
H 2.535 0.066 -3.464 0.010
H 1.117 0.764 -5.849 0.001
H -0.476 -2.561 -4.879 0.001
H 1.333 -2.049 -3.463 0.010
P -2.003 -1.720 -0.397 0.745
C -2.951 -0.199 -0.092 0.078
C -2.908 -2.561 -1.729 -0.047
P 2.367 -0.041 0.729 0.004
C 0.938 0.385 -0.453 0.407
C 3.639 -0.633 -0.397 0.010
C 2.929 1.426 1.577 0.033
H -2.383 0.536 0.518 -0.064
H -3.830 -0.550 0.491 0.030
H -3.235 0.310 -1.037 0.015
H -2.286 -2.603 -2.652 0.038
H -3.881 -2.075 -1.898 0.001
H -3.047 -3.601 -1.370 0.025
H 3.399 2.109 0.856 0.000
H 3.674 1.165 2.340 0.004
H 2.085 1.952 2.044 -0.007
H 0.044 0.445 0.195 -0.088
H 1.186 1.433 -0.709 -0.011
H 4.455 -1.158 0.121 0.001
H 4.060 0.241 -0.911 0.000
H 3.181 -1.279 -1.158 -0.004
C -2.603 3.323 2.512 0.148
C -1.140 2.939 2.304 -0.033
O -0.862 1.663 2.171 0.762
C -0.676 3.726 0.985 0.048
F -0.968 5.060 0.991 0.006
F 0.658 3.611 0.734 0.004
F -1.328 3.193 -0.099 -0.003
C -0.389 3.572 3.555 0.008
F 0.967 3.443 3.496 0.002
F -0.657 4.900 3.739 0.002
F -0.803 2.925 4.688 0.000
H -3.168 2.936 1.660 -0.001
H -2.716 4.408 2.597 0.005
H -3.007 2.858 3.419 0.001



Record 2
80
Properties=species:S:1:pos:R:3:mulliken_charge:R:1 method="wB97M-V/def2-TZVPD" gap_ev=8.464 smiles=CC[C@@H](F)c1ccc2c(c1)Nc1ccccc1S2.COCCOC.COCCOC.COCCOC lumo_ev=0.67
C 8.593 -2.096 3.851 -1.423
C 7.216 -1.525 4.181 -0.585
C 6.893 -0.273 3.392 0.665
F 7.195 -0.502 2.031 -0.349
C 5.469 0.218 3.471 0.105
C 5.067 1.227 2.601 -1.150
C 3.771 1.714 2.640 -0.209
C 2.867 1.223 3.578 0.735
C 3.252 0.200 4.436 -0.181
C 4.549 -0.302 4.373 -0.588
N 2.303 -0.311 5.342 -0.195
C 1.016 -0.587 4.845 0.345
C 0.344 -1.770 5.141 -0.686
C -0.929 -1.999 4.634 -0.657
C -1.531 -1.061 3.806 -0.704
C -0.859 0.114 3.495 -0.658
C 0.402 0.361 4.027 0.785
S 1.239 1.887 3.729 -0.175
H 8.789 -2.975 4.466 0.394
H 8.653 -2.389 2.805 0.317
H 9.380 -1.366 4.044 0.338
H 7.184 -1.279 5.246 0.338
H 6.448 -2.281 3.990 0.424
H 7.562 0.538 3.700 0.208
H 5.765 1.618 1.872 0.421
H 3.449 2.477 1.941 0.340
H 4.826 -1.107 5.044 0.282
H 2.670 -1.057 5.916 0.286
H 0.825 -2.515 5.767 0.309
H -1.441 -2.920 4.876 0.370
H -2.517 -1.237 3.395 0.447
H -1.305 0.857 2.843 0.432
C 1.569 3.530 -0.559 -0.755
O 1.928 2.164 -0.490 -0.433
C 0.969 1.362 0.183 -0.287
C 0.086 0.598 -0.776 -0.724
O -0.742 1.458 -1.542 -0.173
C -0.279 1.668 -2.865 -0.799
H 2.288 4.021 -1.214 0.263
H 0.564 3.663 -0.967 0.293
H 1.615 4.000 0.431 0.322
H 0.357 1.982 0.844 0.335
H 1.514 0.647 0.808 0.319
H -0.567 -0.063 -0.197 0.392
H 0.701 -0.026 -1.434 0.373
H -0.394 0.759 -3.466 0.276
H 0.768 1.981 -2.889 0.411
H -0.895 2.454 -3.299 0.227
C -1.945 -1.804 -4.192 -0.515
O -1.421 -1.014 -5.244 -0.292
C -1.588 -1.612 -6.520 -0.550
C -2.762 -0.995 -7.253 -0.516
O -3.960 -1.170 -6.516 -0.421
C -4.338 0.001 -5.810 -0.397
H -1.957 -1.187 -3.294 -0.077
H -2.962 -2.137 -4.410 0.370
H -1.310 -2.679 -4.010 0.366
H -1.748 -2.689 -6.407 0.345
H -0.673 -1.462 -7.100 0.371
H -2.875 -1.471 -8.231 0.404
H -2.575 0.072 -7.411 0.315
H -4.786 0.738 -6.485 0.382
H -3.482 0.452 -5.304 0.253
H -5.077 -0.283 -5.065 -0.048
C -5.949 0.699 0.856 -0.718
O -5.540 -0.532 0.291 -0.308
C -6.147 -0.816 -0.958 -0.844
C -5.229 -0.501 -2.118 -0.035
O -4.957 0.884 -2.232 -0.422
C -3.681 1.262 -1.740 -0.246
H -5.314 0.884 1.720 0.203
H -5.839 1.523 0.147 0.319
H -6.992 0.649 1.189 0.320
H -7.081 -0.254 -1.066 0.373
H -6.388 -1.883 -0.976 0.372
H -5.714 -0.821 -3.045 0.325
H -4.296 -1.065 -2.014 0.150
H -2.880 0.894 -2.390 -0.166
H -3.516 0.890 -0.725 0.317
H -3.646 2.349 -1.732 0.343



Record 3
88
Properties=species:S:1:pos:R:3:mulliken_spin:R:1 method="wB97M-V/def2-TZVPD" gap_ev="2.622 / 3.294" total_charge=-2 multiplicity=2 lumo_ev="4.18 / 4.18" s_squared=0.768
Hg -0.039 -0.020 -0.101 0.023
C -1.421 -4.009 -3.782 0.000
N -0.369 -3.089 -3.374 0.000
C 0.276 -2.434 -4.492 0.000
C -0.528 -2.378 -2.181 0.000
N -0.267 -1.160 -1.960 -0.008
N -1.014 -3.186 -1.098 -0.001
C -1.192 -2.868 0.278 0.003
N -1.525 -3.984 1.052 0.000
N -1.057 -1.699 0.732 0.006
H -1.147 -4.527 -4.702 0.000
H -2.364 -3.471 -3.958 0.000
H -1.597 -4.779 -3.029 0.000
H 0.506 -3.156 -5.277 0.000
H 1.219 -1.988 -4.190 0.000
H -0.369 -1.651 -4.916 0.000
H 0.256 -0.456 -2.725 0.001
H -0.766 -4.153 -1.226 0.000
H -2.243 -4.554 0.623 0.000
H -1.809 -3.706 1.979 0.000
H -1.117 -1.410 1.872 0.001
C -2.642 0.098 -0.775 0.013
O -1.492 0.442 -1.571 -0.010
C -1.449 1.828 -1.964 0.010
C -0.946 2.752 -0.792 0.011
O 0.198 2.115 -0.172 -0.025
C 0.692 2.908 0.911 0.010
H -3.562 0.343 -1.333 0.001
H -2.628 0.601 0.159 -0.034
H -2.632 -0.969 -0.585 -0.001
H -2.426 2.145 -2.345 -0.002
H -0.724 1.887 -2.782 0.003
H -1.737 2.877 -0.047 0.006
H -0.651 3.733 -1.183 0.003
H 1.008 3.895 0.540 0.000
H 1.546 2.413 1.350 0.001
H -0.074 3.022 1.681 -0.003
C -1.022 1.112 6.757 -0.002
C -0.535 -0.105 5.979 0.032
N 0.330 0.253 4.870 0.007
C 1.745 0.387 5.141 -0.001
C 2.181 1.848 5.190 0.006
C -0.219 0.476 3.622 0.002
S 0.763 0.355 2.199 0.049
N -1.518 0.763 3.552 -0.026
C -2.131 1.010 2.337 0.224
O -1.575 0.768 1.199 0.176
C -3.479 1.596 2.464 -0.091
C -3.971 1.975 3.744 0.168
C -5.223 2.539 3.882 -0.133
C -6.038 2.747 2.758 0.340
C -5.575 2.383 1.489 -0.144
C -4.319 1.820 1.333 0.205
H -1.728 0.805 7.538 -0.006
H -1.526 1.825 6.104 0.009
H -0.191 1.627 7.246 0.001
H -1.397 -0.670 5.614 -0.012
H -0.009 -0.783 6.662 0.004
H 2.345 -0.162 4.410 0.001
H 1.982 -0.069 6.109 0.000
H 2.005 2.353 4.239 -0.001
H 3.251 1.916 5.416 -0.003
H 1.639 2.399 5.963 0.001
H -3.349 1.828 4.618 0.073
H -5.575 2.826 4.869 -0.007
H -7.022 3.193 2.872 0.041
H -6.199 2.545 0.614 -0.010
H -3.978 1.554 0.353 0.084
O 2.145 -3.760 -2.624 0.000
C 3.520 -3.536 -2.392 0.001
N 4.037 -2.836 -3.525 0.000
C 4.255 -1.494 -3.654 0.000
O 4.903 -1.064 -4.605 0.000
C 3.747 -0.575 -2.611 0.003
C 4.616 0.365 -2.072 -0.002
C 4.137 1.233 -1.106 -0.001
C 2.817 1.147 -0.721 0.003
N 1.907 0.261 -1.231 -0.001
C 2.413 -0.580 -2.203 -0.003
H 1.803 -4.240 -1.859 0.000
H 4.038 -4.499 -2.317 0.000
H 3.664 -2.961 -1.474 0.000
H 4.347 -3.382 -4.314 0.000
H 5.647 0.417 -2.405 0.000
H 4.787 1.979 -0.661 0.000
H 2.430 1.814 0.022 -0.004
H 1.709 -1.252 -2.639 0.001
O 1.510 -1.209 0.204 0.007



Record 4
73
Properties=species:S:1:pos:R:3:mulliken_charge:R:1 method="wB97M-V/def2-TZVPD" gap_ev=9.038 smiles="C=C1/C(=C/C=C2/CCC[C@]3(C)[C@@H]([C@H](C)CCCC(C)C)CC[C@@H]23)C[C@@H](O)C[C@@H]1O" lumo_ev=0.69
C 3.694 -3.538 -2.585 -1.317
C 2.665 -3.646 -1.754 -0.009
C 1.309 -3.183 -2.079 1.550
C 1.094 -1.961 -2.572 -0.875
C -0.219 -1.413 -2.912 -1.400
C -0.766 -0.287 -2.459 0.757
C -2.111 0.178 -2.951 -1.350
C -3.112 0.293 -1.797 -0.805
C -2.566 1.145 -0.651 -1.055
C -1.204 0.633 -0.172 1.264
C -1.328 -0.771 0.422 -2.183
C -0.439 1.587 0.779 -0.386
C -0.812 1.578 2.269 0.707
C -2.284 1.911 2.520 -1.996
C 0.119 2.493 3.093 -1.567
C 0.331 3.937 2.627 -0.466
C -0.888 4.848 2.757 -0.585
C -0.537 6.339 2.692 0.738
C -1.777 7.178 2.997 -1.633
C 0.029 6.726 1.328 -1.481
C 1.043 1.202 0.561 -1.408
C 1.124 0.421 -0.763 -0.795
C -0.247 0.629 -1.395 0.457
C 0.207 -4.133 -1.708 -0.996
C 0.346 -4.564 -0.241 0.535
O -0.624 -5.529 0.111 -0.606
C 1.722 -5.183 -0.013 -1.279
C 2.824 -4.181 -0.347 -0.090
O 2.736 -3.114 0.589 -0.591
H 4.683 -3.865 -2.312 0.342
H 3.575 -3.141 -3.579 0.330
H 1.943 -1.316 -2.755 0.450
H -0.786 -2.001 -3.628 0.352
H -1.994 1.162 -3.414 0.414
H -2.500 -0.504 -3.710 0.380
H -4.039 0.736 -2.167 0.456
H -3.351 -0.706 -1.429 0.393
H -2.459 2.178 -0.994 0.481
H -3.294 1.139 0.160 0.361
H -0.415 -1.060 0.934 0.506
H -1.513 -1.501 -0.361 0.472
H -2.148 -0.815 1.135 0.351
H -0.603 2.602 0.402 0.802
H -0.641 0.567 2.657 0.427
H -2.615 2.749 1.915 0.304
H -2.438 2.164 3.567 0.504
H -2.916 1.056 2.296 0.423
H 1.105 2.024 3.130 0.342
H -0.257 2.514 4.120 0.632
H 1.131 4.354 3.247 0.553
H 0.689 3.942 1.599 0.016
H -1.375 4.650 3.715 0.267
H -1.607 4.630 1.967 0.161
H 0.221 6.552 3.456 0.332
H -2.176 6.933 3.979 0.387
H -1.536 8.239 2.981 0.451
H -2.552 6.992 2.256 0.331
H 0.220 7.796 1.287 0.459
H 0.964 6.208 1.130 0.350
H -0.679 6.476 0.540 0.290
H 1.673 2.090 0.531 0.294
H 1.397 0.579 1.382 0.554
H 1.298 -0.635 -0.572 -0.178
H 1.926 0.790 -1.402 0.531
H -0.269 1.646 -1.810 0.631
H 0.268 -5.031 -2.332 0.224
H -0.766 -3.665 -1.868 0.567
H 0.250 -3.678 0.405 -0.045
H -1.499 -5.147 -0.015 0.365
H 1.808 -5.481 1.032 0.423
H 1.827 -6.069 -0.640 0.390
H 3.805 -4.673 -0.247 0.430
H 3.377 -2.439 0.342 0.357



Record 5
81
Properties=species:S:1:pos:R:3:mulliken_charge:R:1 method="wB97M-V/def2-TZVPD" gap_ev=7.619 total_charge=+1 lumo_ev=-1.94
La -0.109 0.464 0.472 0.995
C 2.945 0.672 2.886 -0.826
As 3.262 0.402 0.974 0.512
C 4.087 -1.342 0.766 -0.950
C 4.573 1.752 0.461 -1.129
O 1.983 0.512 -0.070 -0.460
H 3.869 0.384 3.388 0.486
H 2.135 0.027 3.235 0.351
H 2.727 1.716 3.119 0.163
H 5.085 -1.347 1.205 0.409
H 4.146 -1.549 -0.305 0.349
H 3.461 -2.099 1.245 0.229
H 5.312 1.879 1.251 0.423
H 4.056 2.697 0.282 0.298
H 5.070 1.445 -0.462 0.392
C 0.251 5.492 -3.879 -1.750
C 0.048 4.134 -3.280 -0.139
C 0.088 2.997 -4.078 -0.850
C -0.140 1.746 -3.518 0.249
C -0.099 0.487 -4.334 -1.596
C -0.413 1.656 -2.164 -0.497
C -0.410 2.781 -1.297 1.931
C -0.179 4.023 -1.918 -0.424
N -0.672 2.542 0.030 -0.637
C -0.509 3.558 1.068 1.981
C 0.907 4.171 1.100 -0.719
C 1.015 5.166 2.259 0.414
C 0.787 4.457 3.594 -1.298
C -0.603 3.823 3.594 0.378
C -1.662 4.913 3.442 -1.589
C -1.439 5.643 2.119 0.425
C -0.041 6.260 2.090 -1.271
C -1.588 4.654 0.966 -1.230
C -0.724 2.842 2.426 -1.659
H 0.359 5.424 -4.957 0.394
H 1.141 5.965 -3.466 0.337
H -0.598 6.135 -3.651 0.360
H 0.281 3.092 -5.135 0.326
H -0.010 0.702 -5.395 0.398
H -1.002 -0.100 -4.170 0.316
H 0.757 -0.119 -4.032 0.306
H -0.671 0.652 -1.762 0.030
H -0.194 4.933 -1.343 0.659
H 1.140 4.674 0.162 0.759
H 1.638 3.351 1.217 -0.530
H 2.014 5.620 2.252 0.316
H 0.864 5.176 4.412 0.571
H 1.553 3.691 3.744 0.119
H -0.758 3.280 4.532 0.400
H -1.601 5.611 4.277 0.540
H -2.657 4.467 3.453 0.481
H -2.184 6.437 2.013 0.286
H 0.060 6.987 2.898 0.506
H 0.121 6.788 1.149 0.525
H -1.521 5.182 0.020 0.394
H -2.568 4.173 0.996 0.290
H -1.725 2.393 2.428 0.153
H 0.036 2.039 2.550 0.284
S 0.927 -3.412 1.522 -0.453
C 0.534 -1.930 1.923 0.509
N 0.284 -0.822 2.282 -0.738
C -5.542 -0.588 -0.605 -1.294
N -4.222 -0.330 -0.071 0.106
C -3.997 0.972 0.539 -1.039
C -3.120 -1.089 -0.237 0.422
O -2.005 -0.598 0.089 0.152
N -3.144 -2.318 -0.811 0.146
C -4.175 -3.319 -0.612 -1.232
C -1.841 -2.856 -1.183 -0.796
H -5.970 0.352 -0.949 0.445
H -6.204 -1.002 0.159 0.335
H -5.486 -1.260 -1.455 0.436
H -4.930 1.524 0.572 0.502
H -3.262 1.540 -0.043 0.193
H -3.619 0.848 1.557 0.279
H -4.980 -2.939 0.004 0.412
H -3.747 -4.179 -0.095 0.399
H -4.568 -3.657 -1.573 0.336
H -1.290 -2.108 -1.760 0.153
H -1.988 -3.742 -1.796 0.398
H -1.243 -3.128 -0.307 0.153



Record 6
89
Properties=species:S:1:pos:R:3:mulliken_charge:R:1 method="wB97M-V/def2-TZVPD" gap_ev=9.911 lumo_ev=0.28
C 5.217 -2.707 1.529 -1.180
C 3.909 -3.115 2.306 -0.089
C 3.367 -1.860 3.069 -1.063
C 1.912 -1.445 2.681 0.532
O 1.110 -2.544 2.267 -0.553
C -0.061 -2.111 1.576 -0.314
O -1.100 -2.897 2.040 -0.446
C -1.530 -2.520 3.351 -0.513
C -2.761 -1.575 3.230 0.477
O -3.782 -1.885 4.163 -0.544
C -5.026 -1.321 3.776 -0.363
C -4.967 0.217 3.474 -0.665
O 0.234 -2.267 0.218 -0.323
C -0.682 -1.809 -0.722 -0.165
C -2.043 -2.561 -0.772 -0.422
C -1.922 -4.096 -0.639 0.137
O -2.614 -4.668 0.084 -0.426
Cl -0.773 -5.073 -1.608 -0.176
O -0.062 -2.139 -2.032 0.034
C 1.195 -2.511 -1.881 0.727
N 2.253 -2.875 -1.892 -0.721
C -0.857 -0.214 -0.824 0.260
Cl 0.733 0.476 -0.357 0.582
C -1.979 0.303 0.140 0.013
C -2.233 1.828 0.069 -1.656
O -1.201 2.654 0.607 -0.041
C -1.081 2.589 1.941 0.546
O -1.781 1.978 2.688 -0.543
C 0.066 3.445 2.528 -0.314
C 0.335 4.755 1.711 -0.911
O -1.350 0.021 -2.121 0.044
C -0.574 0.709 -3.072 1.740
C -0.741 2.275 -3.052 -1.953
O 0.055 2.919 -2.070 0.093
C 1.149 3.562 -2.703 -0.633
O 1.933 4.143 -1.688 -0.380
C 3.311 3.813 -1.852 -0.691
C 3.663 2.408 -1.292 -0.128
O 3.518 1.402 -2.319 -0.493
C -1.198 0.334 -4.507 -1.063
Br -3.040 -0.391 -4.199 -0.108
C -0.392 -0.735 -5.324 -0.142
C 1.153 -0.617 -5.241 -1.134
Br -0.946 -2.633 -5.083 -0.105
H 5.404 -3.413 0.695 0.361
H 6.095 -2.638 2.197 0.315
H 5.033 -1.724 1.052 0.251
H 4.137 -3.886 3.062 0.302
H 3.222 -3.507 1.539 0.143
H 3.437 -1.952 4.171 0.388
H 4.030 -1.010 2.803 0.400
H 1.993 -0.638 1.924 -0.282
H 1.463 -0.961 3.584 0.226
H -0.147 -1.033 1.853 0.991
H -0.726 -2.135 4.000 0.058
H -1.898 -3.450 3.831 0.425
H -2.385 -0.532 3.346 -0.044
H -3.210 -1.639 2.211 0.057
H -5.465 -1.846 2.898 0.243
H -5.761 -1.455 4.594 0.416
H -5.853 0.762 3.842 0.408
H -4.087 0.648 3.989 0.218
H -4.891 0.350 2.376 0.076
H -2.731 -2.249 0.030 0.014
H -2.491 -2.345 -1.763 0.660
H -1.797 0.038 1.193 -0.637
H -2.945 -0.170 -0.133 0.696
H -2.513 2.082 -0.966 0.452
H -3.152 2.017 0.668 0.539
H 1.009 2.869 2.552 0.088
H -0.210 3.723 3.555 0.406
H 1.297 4.713 1.168 0.141
H 0.400 5.636 2.381 0.335
H -0.443 4.988 0.965 0.293
H 0.514 0.526 -3.072 0.142
H -1.817 2.555 -2.996 0.115
H -0.407 2.666 -4.042 0.664
H 1.741 2.802 -3.258 0.492
H 0.814 4.348 -3.420 0.183
H 3.559 3.885 -2.930 0.395
H 3.927 4.541 -1.291 0.371
H 4.739 2.419 -1.022 0.513
H 3.034 2.151 -0.418 -0.021
H 4.163 0.705 -2.140 0.267
H -1.372 1.212 -5.142 0.638
H -0.646 -0.558 -6.388 0.493
H 1.409 0.464 -5.288 0.292
H 1.615 -1.129 -6.103 0.438
H 1.496 -1.091 -4.305 0.150